[1]
Computed, not measured: a molecular structure, C25H28CeF4N4O in a non-equilibrium geometry, with wB97M-V/def2-TZVPD.

max |F|	11.928	eV/A
orbital gap (spin up / spin down)	3.615 / 3.589	eV
energy relative to the best compared isomer or geometry (same formula, charge and spin)	0.000	eV
charge	-1
DFT total energy	-58169.17923	eV
lowest unoccupied orbital energy (spin up / spin down)	0.0903 / 0.0903	Ha
multiplicity	2

Geometry as XYZ:
```
63
Properties=species:S:1:pos:R:3:forces:R:3
Ce 0.03809 -0.04106 0.03403 2.40 1.31 0.83
C -1.03132 -1.18706 2.19470 1.66 -0.31 1.19
N -0.11990 -0.02400 2.37796 0.00 -0.76 1.66
C -0.46800 0.72798 3.56764 0.07 0.36 0.03
C 1.30762 -0.45147 2.41699 0.40 -0.22 0.20
C 1.90723 -1.07388 1.08858 0.50 0.42 0.83
N 2.11874 -0.01383 0.01199 2.88 -0.68 -0.54
C 2.18913 -0.56682 -1.29910 -0.80 -0.23 1.20
C 1.13456 -0.56551 -2.32909 1.11 0.21 -0.79
F -0.16196 -0.03483 -2.14025 0.51 -1.01 -2.58
C 1.33508 -1.09105 -3.56360 0.33 0.02 -0.14
F 0.32379 -1.06270 -4.45346 -0.03 -0.02 0.03
C 2.55171 -1.66202 -3.95259 0.39 -0.20 0.26
C 3.58120 -1.66734 -2.99729 -0.73 0.11 -0.55
F 4.76674 -2.20190 -3.34178 0.12 -0.03 0.04
C 3.41802 -1.14847 -1.74477 -0.14 0.12 -0.20
F 4.46214 -1.18034 -0.87839 -0.19 -0.10 0.06
H -0.90295 -1.93612 2.99354 0.18 0.08 0.00
H -0.87063 -1.70815 1.17108 -0.56 0.25 2.08
H -2.06532 -0.86299 2.19858 0.03 0.17 -0.08
H -0.35231 0.12885 4.48187 0.01 -0.03 -0.02
H -1.50040 1.06790 3.49875 -0.04 -0.09 -0.07
H 0.15782 1.61894 3.65134 0.06 -0.04 -0.04
H 1.42643 -1.18674 3.22542 0.04 -0.13 -0.14
H 1.91943 0.41021 2.68400 -0.11 0.10 -0.04
H 1.25713 -1.93799 0.74088 0.37 0.17 -0.13
H 2.86316 -1.51989 1.35382 -0.02 -0.05 -0.03
H 2.69200 -2.07131 -4.93926 0.02 0.06 -0.03
C -3.71924 3.45311 2.29107 -0.07 -0.07 0.11
C -4.10295 3.51994 0.81436 -0.13 -0.09 -0.06
C -2.97894 4.03816 -0.04499 -0.17 0.15 -0.09
C -2.97773 5.36676 -0.45015 0.13 0.08 -0.05
C -1.92779 5.88054 -1.19634 0.00 0.07 -0.03
C -0.86089 5.06113 -1.53124 -0.03 0.02 0.06
C -0.82650 3.72602 -1.13954 0.38 0.17 0.10
C 0.40590 2.90370 -1.54483 -0.60 -0.10 0.42
C 0.26804 2.39464 -2.98104 0.20 0.23 -0.10
C -1.90972 3.20218 -0.40026 0.51 -0.27 -0.15
N -1.86767 1.85288 0.01255 -0.58 4.32 -1.62
C -2.55787 0.91705 -0.79445 3.11 7.31 4.58
C -2.78880 -0.85094 -0.68542 2.81 -10.51 3.65
C -3.83332 -1.54617 -1.26841 -0.54 0.35 0.25
C -3.67820 -2.94916 -0.94475 0.00 0.33 -0.20
C -2.52932 -3.10767 -0.17289 -0.68 0.84 -0.94
N -1.96913 -1.89509 -0.00036 -2.15 -5.75 -3.82
H -4.56032 3.09891 2.89262 0.01 0.00 0.02
H -3.42754 4.43729 2.66440 0.01 0.01 -0.03
H -2.88306 2.77032 2.44219 0.03 0.00 -0.09
H -4.97729 4.16750 0.69872 0.06 0.10 -0.01
H -4.41911 2.53357 0.46942 0.13 -0.06 0.06
H -3.79898 6.01833 -0.16888 -0.05 -0.06 0.01
H -1.93363 6.91979 -1.50273 0.00 0.00 -0.01
H -0.03482 5.47303 -2.10290 0.03 -0.03 0.01
H 0.61266 2.09453 -0.79366 -0.08 0.99 -0.80
H 1.29124 3.54155 -1.50793 -0.03 0.06 0.16
H -0.58988 1.74770 -3.10619 -0.17 0.15 -0.06
H 1.15774 1.84172 -3.28688 0.00 0.00 -0.06
H 0.14497 3.24058 -3.66096 0.05 0.07 0.08
H -3.08470 1.31639 -1.65468 0.19 -1.65 -0.80
H -4.63364 -1.11168 -1.85010 -0.04 -0.01 0.02
H -4.34955 -3.73695 -1.25495 -0.08 0.10 -0.13
H -2.12166 -4.02582 0.23256 0.01 0.02 0.02
O -1.93061 -0.06287 0.05106 -10.75 3.79 -3.52
```
Positions in Å, forces in eV/Å.

=====

[2]
Computed, not measured: 4 unconnected molecules or ions with the total composition C36H76N4O4 in a non-equilibrium geometry, with wB97M-V/def2-TZVPD.

max |F|	4.320	eV/A
orbital gap	8.266	eV
energy relative to the best compared isomer or geometry (same formula, charge and spin)	5.159	eV
structure (SMILES)	CC1(C)CCCC(C)(C)N1O.CC1(C)CCCC(C)(C)N1O.CC1(C)CCCC(C)(C)N1O.CC1(C)CCCC(C)(C)N1O
DFT total energy	-52705.27932	eV
lowest unoccupied orbital energy	0.0201	Ha

Geometry as XYZ:
```
120
Properties=species:S:1:pos:R:3:forces:R:3
C 4.39945 2.50314 -4.52425 0.16 0.33 -0.69
C 5.72029 2.11394 -5.23363 -0.73 -1.15 0.08
C 6.86771 1.94382 -4.21938 -0.95 1.53 -0.71
C 6.75241 0.76992 -3.32613 -0.57 0.62 0.82
C 6.67999 -0.53304 -4.06074 -1.36 0.18 1.31
C 5.66275 -0.47119 -5.30212 1.59 -1.45 -0.84
N 5.62670 0.84022 -5.94706 1.87 -0.44 2.02
O 4.94252 0.79510 -7.13042 -1.03 0.53 -0.88
C 6.44067 -1.40802 -6.28894 0.01 -0.13 0.32
C 4.25672 -1.14058 -5.04092 0.93 1.23 -0.29
C 6.15277 3.20093 -6.23469 0.72 -0.05 -0.53
H 4.65369 3.36682 -3.90983 -0.65 0.42 -0.22
H 3.83183 1.81548 -3.89732 0.81 -0.60 0.15
H 3.70201 2.67178 -5.34475 -0.17 0.78 0.14
H 7.80009 2.00897 -4.78021 0.21 -0.15 0.22
H 6.73040 2.81976 -3.58535 0.65 0.35 0.01
H 5.84376 0.86812 -2.73216 -0.37 0.22 -0.07
H 7.51329 0.92780 -2.56177 0.46 -0.86 -0.06
H 6.23470 -1.20447 -3.32659 -0.31 -0.41 -0.17
H 7.68769 -0.94677 -4.09919 0.01 0.06 -1.49
H 7.34962 -0.89673 -6.60595 0.11 0.02 0.20
H 6.71779 -2.25540 -5.66186 0.14 -0.36 -0.43
H 5.97864 -1.77050 -7.20722 -0.60 0.16 0.22
H 3.73808 -1.10688 -5.99904 -0.03 -0.24 -0.02
H 4.38292 -2.17112 -4.70900 -0.10 0.11 0.06
H 3.64773 -0.54841 -4.35787 0.09 -0.18 0.32
H 6.55705 4.09518 -5.76038 -0.42 0.08 0.30
H 5.50000 3.49632 -7.05612 -0.79 0.00 0.56
H 7.00627 2.84217 -6.80995 0.37 -0.44 0.21
H 5.57872 1.18563 -7.73402 -0.08 -0.16 -0.53
C -2.13819 1.38263 1.29046 0.39 1.34 -0.02
C -1.52665 0.15534 0.70356 -0.16 -2.18 -0.29
C -2.64487 -0.45592 -0.18424 -0.24 2.16 -0.10
C -2.24463 -1.46833 -1.15937 0.64 -0.71 -0.79
C -1.22429 -0.86669 -2.17879 -1.81 0.93 1.84
C -0.01172 -0.25710 -1.37735 2.46 -1.43 -1.52
N -0.35763 0.50156 -0.16505 -2.22 0.33 -1.02
O 0.71231 1.18098 0.46280 -0.12 -1.05 0.10
C 0.88030 -1.47923 -0.97642 0.08 -0.25 0.98
C 0.82162 0.58562 -2.43727 -0.58 0.50 1.41
C -1.30508 -0.86336 1.85100 0.40 0.88 0.71
H -1.49377 1.87853 2.01634 0.07 -0.04 0.18
H -3.10705 1.21033 1.75918 0.19 -0.16 -0.01
H -2.25895 2.06320 0.44765 -0.28 0.31 0.09
H -3.58269 -0.75287 0.28525 0.64 -0.44 1.22
H -3.10682 0.34069 -0.76742 0.40 0.73 -0.38
H -3.22547 -1.68114 -1.58454 0.37 -0.86 -0.77
H -1.85365 -2.31872 -0.60074 0.00 -0.43 -0.41
H -1.81713 -0.06864 -2.62573 0.19 0.55 -0.05
H -1.05336 -1.51060 -3.04150 0.98 -0.25 0.48
H 1.82137 -1.17999 -0.51494 0.01 0.41 0.07
H 0.35925 -2.04792 -0.20624 -0.09 0.00 0.15
H 1.17345 -2.24429 -1.69533 -0.34 0.41 -0.73
H 1.66935 1.16627 -2.07352 0.17 -0.43 0.81
H 1.25777 -0.06829 -3.19243 -0.63 0.07 -0.30
H 0.17573 1.40053 -2.76413 -0.24 -0.34 -0.83
H -0.94135 -1.87127 1.65113 -0.19 0.11 -0.47
H -2.25420 -0.89342 2.38613 -0.13 -0.43 -0.06
H -0.63399 -0.43221 2.59386 0.39 0.03 -0.01
H 0.39575 2.08174 0.56276 -0.04 0.24 -0.19
C 4.56242 0.94412 4.23833 1.16 -0.12 -0.08
C 3.11462 0.46159 3.98118 -0.31 0.71 -0.85
C 3.05050 -0.46847 2.70232 0.21 1.11 1.17
C 3.31960 -1.89078 3.01203 0.09 -1.50 -0.60
C 2.45662 -2.50310 4.10801 -0.24 1.98 -1.44
C 2.72411 -1.67605 5.36939 0.40 -0.96 1.46
N 2.53827 -0.21783 5.12302 -1.50 -0.69 0.66
O 2.74771 0.53942 6.33842 -0.35 -0.80 -1.22
C 1.64310 -2.21260 6.41508 1.20 0.94 -1.10
C 4.17654 -2.02726 5.84608 -0.44 -0.38 0.12
C 2.28704 1.73843 3.61158 0.10 -0.91 0.45
H 5.16822 0.43436 4.98749 -0.31 -0.95 -0.02
H 4.75380 1.94754 4.61860 -0.90 0.49 -0.45
H 5.12555 0.83843 3.31107 0.14 0.20 0.00
H 2.10909 -0.35981 2.16379 -0.22 0.14 0.28
H 3.83379 -0.15108 2.01397 -0.09 0.34 -0.06
H 4.36403 -2.02841 3.29190 0.12 -0.09 -0.29
H 3.13096 -2.39722 2.06545 0.31 -0.51 -0.03
H 2.54905 -3.58910 4.09585 0.43 0.09 0.89
H 1.42149 -2.32241 3.81824 -0.30 0.07 0.02
H 0.68787 -2.14613 5.89430 -0.18 0.41 0.41
H 1.78851 -3.27870 6.58937 0.35 0.06 0.20
H 1.71137 -1.62456 7.33032 -0.37 -0.20 -0.01
H 4.14907 -3.11470 5.91551 0.42 -0.08 0.21
H 4.98749 -1.75111 5.17214 -0.32 -0.03 -0.28
H 4.50273 -1.63431 6.80904 -0.49 0.07 0.25
H 2.65880 2.02427 2.62762 0.21 0.76 0.25
H 2.36329 2.45159 4.43237 0.32 0.38 -0.42
H 1.21889 1.57372 3.47004 -0.01 -0.59 0.09
H 3.69439 0.46659 6.48018 0.50 0.11 0.31
C -8.90518 -0.28467 3.23001 1.68 0.67 -0.34
C -9.02584 -0.25442 1.69834 0.40 1.18 -0.52
C -9.44419 1.16265 1.23147 -0.84 1.24 0.20
C -8.38904 2.12111 0.78060 1.68 -0.56 -1.39
C -7.52806 1.42189 -0.36675 -1.93 2.11 2.15
C -6.81538 0.23617 0.20426 -1.82 -1.51 0.40
N -7.82309 -0.72351 0.89247 -1.85 3.59 -1.52
O -7.36839 -1.95877 1.20596 1.12 -1.09 0.90
C -6.27162 -0.47414 -1.05197 1.80 -0.88 2.36
C -5.84942 0.63252 1.29939 1.71 -1.90 -0.30
C -10.13886 -1.14397 1.38485 -1.40 -1.94 -0.96
H -9.04011 -1.28348 3.64511 0.33 0.08 -0.02
H -9.54549 0.42574 3.75288 -0.34 -0.17 -0.32
H -7.89624 0.11148 3.34495 0.21 -0.40 1.01
H -10.23421 1.15727 0.48050 0.24 -0.67 -0.53
H -9.98555 1.71285 2.00109 -0.01 -0.49 0.72
H -7.75526 2.41835 1.61611 0.29 -0.17 0.00
H -8.73023 3.07556 0.37970 -0.66 -0.15 0.03
H -6.87269 2.22545 -0.70274 0.58 -0.48 -0.25
H -8.21434 1.18556 -1.17995 0.07 -0.28 -0.04
H -5.65791 0.30111 -1.51072 -0.36 -0.43 -1.06
H -5.56979 -1.22850 -0.69632 0.62 -0.05 0.11
H -6.93972 -1.15756 -1.57609 -0.60 1.21 -0.57
H -4.95378 1.18157 1.00874 -0.70 1.27 0.02
H -6.34502 0.80621 2.25454 0.22 0.90 -0.38
H -5.28435 -0.27395 1.51640 -0.26 -0.73 0.29
H -10.56322 -0.99677 0.39170 0.14 0.04 -0.14
H -10.96580 -1.08302 2.09237 0.06 0.08 0.14
H -9.72760 -2.15295 1.41546 -0.39 -0.29 0.14
H -7.44021 -2.48568 0.40671 -0.21 -0.21 -0.14
```
Positions in Å, forces in eV/Å.

=====

[3]
Computed, not measured: 2 unconnected molecules or ions with the total composition C5H6O2, with wB97M-V/def2-TZVPD.

max |F|	0.484	eV/A
orbital gap (spin up / spin down)	7.149 / 7.132	eV
energy relative to the best compared isomer or geometry (same formula, charge and spin)	6.250	eV
DFT total energy	-9370.84598	eV
lowest unoccupied orbital energy (spin up / spin down)	-0.0623 / -0.0644	Ha

Geometry as XYZ:
```
13
Properties=species:S:1:pos:R:3:forces:R:3
O 2.32303 -0.09207 0.41016 0.13 -0.11 -0.07
C 1.29097 -0.74900 1.09273 -0.16 -0.07 0.13
C -0.56375 0.84551 -0.18993 -0.31 0.35 -0.12
C 0.27345 -1.24985 0.08286 0.13 -0.14 -0.19
O 0.58819 -1.34321 -1.10052 -0.20 0.06 0.41
C -1.73166 1.26579 -0.73140 -0.17 0.02 -0.06
C -2.87048 1.61234 -1.03292 0.31 -0.06 0.01
H 2.29772 -0.47333 -0.48628 0.09 0.15 0.09
H 1.66033 -1.60460 1.68331 -0.02 0.02 -0.15
H 0.79646 -0.05200 1.77488 0.12 -0.17 -0.01
H 0.36432 1.31272 -0.53308 -0.16 -0.04 -0.08
H -0.66053 -1.69529 0.46189 0.11 0.07 0.02
H -3.81084 1.99531 -1.36365 0.13 -0.08 0.04
```
Positions in Å, forces in eV/Å.

=====

[4]
Computed, not measured: a molecular structure, C4H5N3 in a non-equilibrium geometry, with wB97M-V/def2-TZVPD.

max |F|	5.297	eV/A
orbital gap	10.031	eV
energy relative to the best compared isomer or geometry (same formula, charge and spin)	3.671	eV
DFT total energy	-8696.14174	eV
lowest unoccupied orbital energy	0.0280	Ha

Geometry as XYZ:
```
12
Properties=species:S:1:pos:R:3:forces:R:3
N -1.84494 -0.38564 2.03709 0.95 1.29 -1.36
C -1.28288 -0.29599 1.01100 -1.86 -4.16 1.78
C -0.64412 -0.76021 -0.21024 -1.13 5.14 0.65
C -0.35523 1.13756 -0.29947 1.08 -0.10 -1.62
N 1.06142 1.11869 -0.30378 0.36 -0.32 -0.01
C 1.52732 -0.05357 -0.23547 0.70 0.38 0.05
N 0.67580 -1.15540 -0.18929 0.52 -0.43 0.01
H -1.15425 -0.79120 -1.14527 -0.77 -0.59 -0.07
H -0.74185 1.37800 -1.28424 -0.11 -0.02 -0.21
H -0.70731 1.93787 0.36564 -0.38 -0.94 0.45
H 2.58736 -0.25838 -0.22506 0.15 0.02 0.02
H 0.87869 -1.87172 0.47911 0.47 -0.25 0.31
```
Positions in Å, forces in eV/Å.

=====

Q: The highest max |F| belongs to which entry?
A: C25H28CeF4N4O

=====

Please write out number 4 again, unchanged.
Computed, not measured: a molecular structure, C4H5N3 in a non-equilibrium geometry, with wB97M-V/def2-TZVPD.

max |F|	5.297	eV/A
orbital gap	10.031	eV
energy relative to the best compared isomer or geometry (same formula, charge and spin)	3.671	eV
DFT total energy	-8696.14174	eV
lowest unoccupied orbital energy	0.0280	Ha

Geometry as XYZ:
```
12
Properties=species:S:1:pos:R:3:forces:R:3
N -1.84494 -0.38564 2.03709 0.95 1.29 -1.36
C -1.28288 -0.29599 1.01100 -1.86 -4.16 1.78
C -0.64412 -0.76021 -0.21024 -1.13 5.14 0.65
C -0.35523 1.13756 -0.29947 1.08 -0.10 -1.62
N 1.06142 1.11869 -0.30378 0.36 -0.32 -0.01
C 1.52732 -0.05357 -0.23547 0.70 0.38 0.05
N 0.67580 -1.15540 -0.18929 0.52 -0.43 0.01
H -1.15425 -0.79120 -1.14527 -0.77 -0.59 -0.07
H -0.74185 1.37800 -1.28424 -0.11 -0.02 -0.21
H -0.70731 1.93787 0.36564 -0.38 -0.94 0.45
H 2.58736 -0.25838 -0.22506 0.15 0.02 0.02
H 0.87869 -1.87172 0.47911 0.47 -0.25 0.31
```
Positions in Å, forces in eV/Å.

=====

Q: Which of these has the highest energy relative to the best compared isomer or geometry (same formula, charge and spin)?
A: C5H6O2